Entry 1:
Below is C6H9N in the gas phase, with properties calculated with ωB97M-V with the def2-TZVPD basis set.

Last column: Mulliken charge in e.
Geometry (Å):
N  -0.82048  0.14816  0.49076  -0.32
C  -1.91965  0.99107  0.06554  -0.34
C  2.71079  -0.15212  0.30956  -1.10
C  -2.17392  -0.38386  0.56315  -0.41
C  -0.00629  -0.38995  -0.57194  -0.43
C  1.66575  0.33400  -0.59767  0.96
C  0.82628  0.91153  -1.33718  -1.14
H  -2.02117  1.17104  -1.00344  0.24
H  -0.56400  -0.72350  -1.45830  0.43
H  0.47553  -1.29980  -0.18295  0.41
H  -2.55860  -0.55328  1.56599  0.26
H  3.03864  -1.16814  0.06685  0.32
H  3.56939  0.51841  0.21611  0.32
H  -2.46524  -1.13456  -0.17240  0.23
H  2.36129  -0.12020  1.34636  0.33
H  -2.11832  1.85120  0.69958  0.25

Properties
* charge: 0
* Kohn-Sham gap: 10.36 eV
* E_LUMO: 1.02 eV
* 2S+1: 1

---

Entry 2:
Below is a molecular structure, C5H20FeN4O6 at a distorted geometry, with properties calculated with ωB97M-V with the def2-TZVPD basis set.

Last column: Löwdin spin population.
Geometry (Å):
Fe  0.89512  -0.24613  0.62041  3.74
O  2.74079  0.85951  1.04893  0.02
O  -0.58771  -1.48255  -0.28890  0.02
O  1.15094  -1.53495  2.17488  0.08
O  2.31634  -1.52887  -0.37889  0.02
O  -0.34974  1.35315  1.23845  0.05
O  1.01183  0.94321  -1.22134  0.02
N  1.53907  1.80290  -3.25573  0.00
N  -0.51459  2.20426  -2.27002  0.00
N  -1.27586  -3.61705  -0.61005  0.00
N  -2.79925  -1.92004  -0.29925  0.00
C  -1.49937  -2.29755  -0.36940  0.01
C  -1.56238  3.40883  0.74234  0.00
C  0.71710  1.65613  -2.18664  0.00
C  -1.55537  1.89080  0.91216  0.01
C  0.98573  -2.61890  3.01244  0.01
H  2.92570  1.68609  1.50943  0.00
H  3.55812  0.62016  0.60093  0.00
H  -2.95563  -0.94244  -0.11569  0.00
H  2.44515  -1.62557  -1.33043  0.00
H  -1.95599  1.44262  -0.03439  0.00
H  2.87138  -2.20055  0.03692  0.00
H  1.36140  2.40376  -4.03357  0.00
H  -1.03789  3.75160  -0.15743  0.00
H  1.64728  -2.46584  3.87851  0.00
H  -2.61873  3.69283  0.66856  0.00
H  -0.05848  -2.78333  3.31763  0.00
H  2.42018  1.32959  -3.17025  0.00
H  -2.01386  -4.29158  -0.59397  0.00
H  -1.07230  3.94081  1.55855  0.00
H  -0.67276  2.94388  -2.92897  0.00
H  1.31018  -3.58476  2.57385  0.00
H  -1.14918  2.07465  -1.49722  0.00
H  -0.33322  -3.95396  -0.65504  0.00
H  -2.35219  1.67287  1.65244  0.00
H  -3.53183  -2.58356  -0.14921  0.00

Properties
* charge: 0
* Kohn-Sham gap (spin up / spin down): 6.80 / 6.31 eV
* E_LUMO (spin up / spin down): 0.14 / 0.12 eV
* 2S+1: 5

---

Entry 3:
Below is a molecular structure, C54H60AsFeN4 at a distorted geometry, with properties calculated with ωB97M-V with the def2-TZVPD basis set.

Last column: Löwdin spin population.
Geometry (Å):
As  -1.65756  0.05370  -1.40239  0.02
Fe  0.63814  0.04670  0.21351  2.99
N  2.62344  0.25410  -0.46899  0.02
N  -1.31926  0.19780  0.36851  0.02
N  0.61384  0.24000  2.43011  0.26
N  0.41884  1.52030  2.71321  0.32
C  -2.36336  0.88690  2.41301  0.00
C  0.11984  3.73780  1.94451  0.07
C  3.70064  0.40520  0.50501  0.00
C  -2.58806  2.27590  0.47741  0.00
C  -5.70476  1.20350  -2.06739  0.00
C  3.85634  0.45310  -2.66259  0.01
C  5.90554  -0.66180  2.19791  0.00
C  0.51824  1.94820  0.34611  -0.11
C  2.49614  0.29060  -4.64388  0.01
C  5.88984  1.81960  1.95491  0.00
C  0.21374  4.21280  -0.40859  0.09
C  -2.04366  -6.22700  -1.80039  0.00
C  5.16624  0.39150  0.03711  0.00
C  1.50314  0.13870  -2.48149  0.03
C  0.80564  -2.76640  4.54062  0.00
C  -1.84926  -4.73890  -1.78849  0.00
C  -3.66866  0.14780  -1.30519  0.01
C  0.88644  -1.94620  3.43721  0.05
C  3.52214  -0.75050  1.50091  0.01
C  -3.11776  1.78570  3.13301  0.00
C  0.04054  4.63400  0.90251  0.01
C  0.12384  -0.91620  5.88872  0.00
C  0.22654  -2.24400  0.12791  0.01
C  -0.93716  -4.14690  -0.92929  0.00
C  -3.36276  3.15830  1.19401  0.00
C  -7.96626  0.54330  -1.22799  0.00
C  0.56784  -0.57540  3.52201  0.02
C  3.49674  1.72920  1.25781  0.00
C  -3.58746  1.98480  -3.06849  0.00
C  4.97424  0.58440  -4.88229  0.00
C  3.73374  0.44210  -4.04148  0.00
C  0.42014  -2.26990  5.77772  0.06
C  -4.32346  1.09040  -2.10748  0.00
C  -2.44236  -2.53010  -2.57129  0.00
C  0.01704  -0.05040  -4.47819  0.00
C  -6.47236  0.40580  -1.23539  0.00
C  4.46254  -0.62080  2.69241  0.00
C  4.19784  0.69930  3.40921  0.00
C  -0.78946  -2.76670  -0.84599  0.00
C  1.36494  0.13340  -3.84709  0.00
C  0.19634  -0.08770  4.79681  0.05
C  6.12144  0.49650  1.23031  0.00
C  -3.83116  -1.69260  0.43741  0.00
C  -3.25926  -1.73750  -3.55239  0.00
C  -4.43706  -0.64980  -0.45479  0.00
C  0.45084  2.86180  -0.67119  -0.02
C  4.44574  1.85430  2.44351  0.00
C  -3.63916  2.92190  2.53111  0.00
C  -2.06466  1.10840  1.05931  0.01
C  0.35614  2.37370  1.68441  0.00
C  -5.82116  -0.50980  -0.43039  0.00
C  2.73674  0.30510  -1.80899  0.00
C  -2.56896  -3.91280  -2.63139  0.00
C  -1.59516  -1.93270  -1.63069  0.00
H  -4.29336  -1.65750  -3.21019  0.00
H  2.47554  1.75410  1.61331  0.00
H  3.69624  -1.69840  0.98261  0.00
H  -3.74866  4.04230  0.70131  0.00
H  2.40064  0.29130  -5.72148  0.00
H  -1.98456  -0.00750  2.88762  0.00
H  -0.02006  0.96610  4.87151  0.01
H  -8.38026  0.21100  -2.18069  0.00
H  -3.31396  1.59940  4.18232  0.00
H  -0.27406  -1.88260  1.02791  0.00
H  -3.26636  -2.24140  -4.51979  0.00
H  0.35544  -2.92140  6.63792  0.00
H  -4.24916  3.61540  3.09481  0.00
H  0.86714  -1.45520  -0.32069  0.01
H  5.64524  -0.25920  -4.71879  0.00
H  -8.24706  1.58500  -1.08319  0.00
H  3.62824  2.56150  0.56251  0.00
H  0.59434  2.53590  -1.69609  -0.01
H  -0.16566  -0.50690  6.84881  0.00
H  6.07164  2.65660  1.27401  0.00
H  5.35634  1.25690  -0.59819  0.00
H  -0.16956  5.67680  1.10701  0.00
H  4.72524  0.61960  -5.94049  0.00
H  5.38124  -0.52650  -0.51459  0.00
H  1.21974  -2.36470  2.50261  0.00
H  -8.40416  -0.05230  -0.43149  0.00
H  -2.32146  2.50020  -0.54979  0.00
H  0.14754  4.92170  -1.22469  0.01
H  -2.66216  -6.53170  -2.64268  0.00
H  5.51184  1.49560  -4.62379  0.00
H  -2.86516  -1.37000  0.81731  0.00
H  -1.08616  -6.74220  -1.86669  0.00
H  4.25104  2.80550  2.95171  0.00
H  0.11114  -0.13940  -5.55798  0.00
H  6.60094  -0.57660  3.03751  0.00
H  6.58214  1.91270  2.79721  0.00
H  -3.69126  -2.62940  -0.10629  0.00
H  4.28564  -1.45170  3.38471  0.00
H  0.88244  -3.06530  0.41911  0.00
H  -4.48686  -1.88870  1.28511  0.00
H  7.15314  0.46680  0.85241  0.00
H  6.10164  -1.61190  1.69271  0.00
H  -2.53606  -6.54970  -0.88139  0.00
H  1.06094  -3.81580  4.44462  0.00
H  4.85204  0.79150  4.28011  0.00
H  -0.62796  0.79990  -4.24598  0.00
H  4.85424  0.57250  -2.28789  0.00
H  -6.19406  1.92920  -2.70498  0.00
H  -4.07996  2.95280  -3.13299  0.00
H  0.66584  0.03330  -1.78939  0.01
H  -6.39866  -1.13820  0.23681  0.00
H  3.16354  0.72660  3.75201  0.00
H  -2.85506  -0.73230  -3.67959  0.00
H  -0.02526  4.05090  2.96831  0.00
H  -2.55256  2.13060  -2.75358  0.00
H  -0.33616  -4.78150  -0.28989  0.00
H  -0.45556  -0.95080  -4.08459  0.00
H  2.48554  -0.71170  1.83431  0.00
H  -3.25626  -4.34300  -3.34919  0.00
H  -3.58076  1.53930  -4.06568  0.00

Properties
* charge: -1
* Kohn-Sham gap (spin up / spin down): 5.44 / 6.59 eV
* E_LUMO (spin up / spin down): 2.44 / 2.44 eV
* 2S+1: 5

---

Entry 4:
Below is a molecular structure, C9H15O3PPdTe, with properties calculated with ωB97M-V with the def2-TZVPD basis set.

Last column: Löwdin spin population.
Geometry (Å):
Te  1.53972  -0.85739  -2.61069  0.17
Pd  -0.07897  0.35899  -0.86200  1.08
P  1.92233  -1.82239  -0.43889  0.01
O  1.02063  -1.09966  0.51853  0.08
O  3.46292  -1.76106  -0.03511  0.01
O  1.66065  -3.37790  -0.35933  0.00
C  2.94607  -4.44321  -2.16585  0.00
C  2.62580  -4.39706  -0.68889  0.00
C  5.34027  -0.53509  -0.90738  0.00
C  -1.16405  2.37870  -1.33442  0.12
C  -1.75877  1.19071  0.54651  0.10
C  -2.01388  1.33213  -1.73951  0.12
C  -2.36921  0.58112  -0.57774  0.15
C  -0.99800  2.28635  0.08426  0.13
C  4.14578  -0.48879  0.01289  0.00
H  5.01582  -0.67513  -1.93887  0.00
H  3.52254  -4.23122  -0.09242  0.00
H  -1.82168  0.84735  1.56607  0.00
H  -2.99674  -0.29530  -0.56131  0.01
H  3.59095  -5.30141  -2.36230  0.00
H  4.43138  -0.33291  1.05263  0.00
H  6.00659  -1.35331  -0.63371  0.00
H  3.46982  -3.54427  -2.49185  0.00
H  -0.39940  2.94632  0.69132  0.01
H  3.45711  0.30713  -0.27848  0.00
H  2.15990  -5.32468  -0.36181  0.00
H  -2.32202  1.11859  -2.74990  0.00
H  5.89664  0.40111  -0.84441  0.00
H  -0.70953  3.11475  -1.97720  0.00
H  2.03758  -4.54595  -2.75864  0.00

Properties
* charge: 0
* Kohn-Sham gap (spin up / spin down): 7.71 / 6.71 eV
* E_LUMO (spin up / spin down): 0.59 / -1.15 eV
* 2S+1: 3

---

Entry 5:
Below is 2 unconnected molecules or ions with the total composition C2H4N4S at a distorted geometry, with properties calculated with ωB97M-V with the def2-TZVPD basis set.

Last column: natural (NBO) charge in e.
Geometry (Å):
S  -2.19102  0.07155  -0.51228  0.11
N  -0.24866  -2.52615  0.29850  -0.37
N  1.98936  0.86652  -0.61710  -0.49
N  0.89764  0.90082  -0.03127  -0.09
N  -1.29079  1.00264  0.75342  -0.74
C  0.71008  -1.97999  -0.06277  0.10
C  0.01365  1.22034  0.71734  0.31
H  2.19365  1.55630  -1.29690  0.34
H  -1.80024  -1.19123  -0.19743  0.16
H  -1.87253  1.55535  1.38054  0.42
H  1.59884  -1.47614  -0.43206  0.26

Properties
* charge: 0
* Kohn-Sham gap: 8.83 eV
* E_LUMO: -0.17 eV
* 2S+1: 1

---

Entry 6:
Below is a molecular structure, C9H6EuN2O5 at a distorted geometry, with properties calculated with ωB97M-V with the def2-TZVPD basis set.

Last column: Löwdin spin population.
Geometry (Å):
Eu  -0.03039  -0.29583  -1.21887  6.04
O  -2.14018  2.39691  -1.66166  0.00
O  -2.72441  -2.41219  -1.66223  0.00
O  -0.03068  -0.30069  -4.99364  0.00
O  2.66203  1.81418  -1.66074  0.00
O  2.07921  -2.99551  -1.66176  0.00
N  -0.03766  -0.36638  0.86782  -0.02
N  0.00927  0.11178  2.91805  0.00
C  1.37818  -2.08977  -1.67949  -0.01
C  -0.13723  -1.28672  2.82649  0.00
C  0.22098  2.09740  1.37820  0.00
C  -0.03048  -0.30030  -3.87165  0.00
C  1.77357  1.09076  -1.68852  -0.01
C  0.06999  0.66950  1.69555  0.00
C  -1.82663  -1.70099  -1.67927  -0.01
C  -0.16425  -1.56306  1.51105  0.00
C  -1.44992  1.48203  -1.68962  -0.01
H  -0.64805  2.64823  1.81783  0.00
H  -0.20404  -1.91621  3.68948  0.00
H  0.24862  2.30483  0.27118  0.00
H  0.06652  0.67149  3.72710  0.00
H  -0.26337  -2.51695  0.93407  0.00
H  1.17891  2.45747  1.83065  0.00

Properties
* charge: +3
* Kohn-Sham gap (spin up / spin down): 5.88 / 6.26 eV
* E_LUMO (spin up / spin down): -14.61 / -14.23 eV
* 2S+1: 7